Record 1
{
  "formula": "C4H3NO2",
  "method": "ωB97M-V/def2-TZVPD",
  "homo_lumo_gap_ev": 9.4,
  "homo_energy_ev": -10.0,
  "multiplicity": 1,
  "smiles": "O=c1ccnco1",
  "total_charge": 0,
  "e_tot_ha": -359.3853,
  "symbols": ["O", "C", "C", "C", "N", "C", "O", "H", "H", "H"],
  "coordinates": [[-1.686, 0.608, -1.787], [-0.994, 0.076, -0.850], [0.228, -0.553, -1.014], [0.949, -0.570, 0.118], [0.894, 0.069, 1.233], [-0.202, 0.690, 1.352], [-1.248, 0.450, 0.464], [0.417, -1.038, -1.847], [2.007, -1.026, 0.021], [-0.366, 1.294, 2.309]],
  "forces_ev_per_a": [[1.884, -2.738, 4.031], [-3.164, 4.714, -4.191], [-1.200, 0.592, 4.597], [6.198, -3.878, -4.451], [-0.855, 2.603, 3.046], [-2.197, -0.380, 1.170], [0.310, 1.759, 1.605], [1.355, -2.082, -3.813], [-1.754, 0.126, -0.126], [-0.578, -0.716, -1.869]],
  "lowdin_charge": [0.058, -0.404, 0.031, -0.167, 0.094, -0.096, 0.084, 0.081, 0.149, 0.170]
}

***

Record 2
{
  "formula": "C4H3NO2S",
  "method": "ωB97M-V/def2-TZVPD",
  "homo_lumo_gap_ev": 5.3,
  "homo_energy_ev": 0.6,
  "multiplicity": 1,
  "total_charge": -2,
  "e_tot_ha": -757.5229,
  "symbols": ["C", "C", "C", "C", "N", "O", "O", "S", "H", "H", "H"],
  "coordinates": [[-1.575, -0.875, -0.576], [-0.321, -1.183, -0.797], [1.149, -0.479, 0.776], [0.735, 1.899, 0.507], [1.303, 0.680, 1.047], [-0.118, 2.439, 1.230], [1.297, 2.350, -0.523], [1.864, -1.877, 1.204], [-2.531, -1.155, -1.288], [-1.923, -0.224, 0.153], [0.122, -1.575, -1.733]],
  "forces_ev_per_a": [[-2.308, -1.486, -3.102], [1.965, 1.795, 0.888], [-1.339, -1.153, -2.043], [0.815, 0.944, -0.288], [-0.433, 1.896, -0.134], [-0.556, 0.023, 0.041], [-0.410, -0.446, 0.327], [1.020, -2.432, 0.759], [1.990, 0.316, 1.053], [-0.271, 0.925, 1.801], [-0.473, -0.381, 0.698]],
  "lowdin_charge": [-0.225, -0.169, -0.901, -0.815, 0.058, -0.106, -0.116, 0.263, 0.031, -0.023, 0.003]
}

***

Record 3
{
  "formula": "C4H3NO3",
  "method": "ωB97M-V/def2-TZVPD",
  "homo_lumo_gap_ev": 8.8,
  "homo_energy_ev": -9.6,
  "multiplicity": 1,
  "total_charge": 0,
  "e_tot_ha": -434.5201,
  "symbols": ["C", "C", "C", "C", "H", "H", "H", "N", "O", "O", "O"],
  "coordinates": [[0.575, -0.218, -0.186], [-1.731, -0.706, -0.174], [-1.579, 0.849, -0.006], [-0.153, 0.961, -0.045], [3.657, -0.600, 0.504], [-2.547, 1.460, -0.254], [0.473, 1.887, 0.316], [1.819, -0.003, -0.085], [2.656, -1.103, 0.005], [-0.441, -1.188, -0.228], [-2.730, -1.338, 0.153]],
  "forces_ev_per_a": [[-2.980, -0.051, 0.307], [-1.666, 2.408, 3.123], [2.287, -1.698, -2.711], [-4.152, 6.202, 1.757], [-4.703, -2.418, -2.529], [2.513, -0.742, 1.248], [-1.588, -1.634, -1.318], [1.012, -2.096, 0.409], [4.367, 2.464, 2.143], [2.105, -3.059, -0.614], [2.804, 0.623, -1.814]],
  "lowdin_charge": [-0.343, -0.411, 0.088, -0.037, 0.268, 0.148, 0.154, 0.035, -0.105, 0.095, 0.107]
}

***

Record 4
{
  "formula": "C4H3NO3",
  "method": "ωB97M-V/def2-TZVPD",
  "homo_lumo_gap_ev": 11.0,
  "homo_energy_ev": -10.2,
  "multiplicity": 1,
  "smiles": "O=COc1ccon1",
  "total_charge": 0,
  "e_tot_ha": -434.6069,
  "symbols": ["O", "C", "O", "C", "C", "C", "O", "N", "H", "H", "H"],
  "coordinates": [[-2.563, 0.634, 0.034], [-2.216, -0.554, 0.038], [-1.018, -1.060, -0.034], [0.252, -0.590, -0.099], [0.540, 0.842, -0.046], [1.875, 0.845, -0.040], [2.282, -0.531, 0.077], [1.287, -1.379, -0.018], [-2.919, -1.350, 0.050], [-0.268, 1.660, -0.149], [2.748, 1.484, 0.188]],
  "forces_ev_per_a": [[1.314, -2.701, 0.098], [-1.374, 4.472, -0.337], [1.347, -2.546, -0.310], [-1.233, 2.085, 0.752], [-1.676, 0.386, -1.101], [1.611, -2.366, 1.618], [2.589, 2.888, -0.604], [-2.569, 0.396, -0.027], [-0.744, -0.853, 0.159], [1.757, -1.580, 0.346], [-1.021, -0.180, -0.595]],
  "lowdin_charge": [0.053, -0.299, 0.094, -0.308, 0.025, -0.028, -0.080, 0.121, 0.135, 0.149, 0.137]
}